[1]
The following is a quantum chemistry calculation of a structure of composition C24H18AgN5O3PS2, from the OMol25 dataset.

Each line ends with the Mulliken charge.
CARTESIAN COORDINATES (ANGSTROEM)
Ag1 0.5456 0.2637 -2.5068  0.035
O1 0.9238 4.8171 -2.7412  -0.759
S1 0.7822 3.4846 -2.2030  1.330
O2 1.9373 2.9533 -1.4941  -0.611
O3 0.2158 2.5255 -3.1645  -0.697
C1 -0.4601 3.6158 -0.9080  -0.092
C2 -1.2088 4.7794 -0.8271  -0.482
C3 -2.1634 4.9317 0.1678  -0.600
C4 -2.3682 3.9175 1.0899  -0.794
C5 -1.6199 2.7516 1.0109  0.014
C6 -0.6573 2.5847 0.0175  0.187
P1 0.3040 1.0321 -0.1207  0.785
C7 1.7516 1.2535 0.9559  0.370
C8 2.9052 0.5494 0.6252  0.032
C9 4.0266 0.6262 1.4387  -0.660
C10 4.0053 1.4194 2.5770  -0.463
C11 2.8620 2.1388 2.8993  -0.730
C12 1.7370 2.0549 2.0925  -0.140
C13 -0.7153 -0.1564 0.8333  0.202
C14 -0.2594 -0.8334 1.9620  -0.448
C15 -1.0363 -1.8298 2.5463  -0.788
C16 -2.2756 -2.1531 2.0168  -0.544
C17 -2.7431 -1.4785 0.8936  -0.893
C18 -1.9640 -0.4990 0.3013  -0.064
H1 -1.0189 5.5584 -1.5529  0.536
H2 -2.7446 5.8438 0.2225  0.378
H3 -3.1093 4.0276 1.8718  0.400
H4 -1.7925 1.9596 1.7292  0.485
H5 2.9297 -0.0396 -0.2861  0.105
H6 4.9217 0.0786 1.1722  0.417
H7 4.8835 1.4881 3.2069  0.367
H8 2.8484 2.7709 3.7785  0.400
H9 0.8492 2.6236 2.3417  0.371
H10 0.7069 -0.5889 2.3851  0.354
H11 -0.6645 -2.3536 3.4184  0.368
H12 -2.8735 -2.9393 2.4593  0.356
H13 -3.6981 -1.7417 0.4594  0.452
H14 -2.3188 0.0004 -0.5936  0.611
S2 2.5120 -1.4932 -2.8138  -0.469
C19 1.7336 -2.8395 -2.1682  0.433
N1 0.7153 -2.6880 -1.2627  0.448
C20 -0.0431 -3.6957 -0.8066  0.081
C21 0.2429 -4.9664 -1.2057  -0.728
C22 1.3534 -5.1011 -2.0513  -0.048
N2 2.0767 -4.1049 -2.5094  -0.581
H15 0.4553 -1.7329 -1.0349  -0.364
H16 -0.8640 -3.4345 -0.1526  0.396
H17 -0.3742 -5.7963 -0.9018  0.419
H18 1.6648 -6.0906 -2.3741  0.385
N3 -1.1920 -1.2269 -2.9654  -0.527
C23 -2.1617 -1.8261 -2.7280  0.545
N4 -3.2623 -2.4670 -2.4545  -0.786
C24 -3.1610 -3.5223 -1.6725  0.662
N5 -3.1398 -4.4517 -0.9734  -0.659

Atoms 1-2, force components in eV/Å:
Ag 0.12 -0.04 0.04
O -0.01 -0.01 0.02

Results
**E**: -73735.01426 eV
**Charge**: -1
**Orbital gap**: 7.68 eV
**Molecular weight**: 627.4 g/mol
**Energy relative to the best compared isomer or geometry (same formula, charge and spin)**: 3.38 kcal per mole

***

[2]
The following is a quantum chemistry calculation of an isolated molecule of C3H6N2O2 at a distorted geometry, from the OMol25 dataset.

Each line ends with the Mulliken charge.
CARTESIAN COORDINATES (ANGSTROEM)
O1 1.3697 -0.7221 -0.4409  -0.531
C1 0.8295 -0.0100 0.3808  0.827
N1 -0.4803 -0.1524 0.7523  -0.450
C2 -1.1680 -0.9293 -0.1251  0.342
N2 -1.2457 -0.1720 -1.5230  -0.571
O2 -2.2452 -1.4894 0.1781  -0.477
C3 1.6093 1.0974 1.0487  -0.915
H1 -0.3976 -1.7037 -0.5069  0.363
H2 -1.9841 -0.6790 -1.9994  0.299
H3 -1.6917 0.7164 -1.2739  0.257
H4 2.4699 0.6550 1.5392  0.272
H5 0.9618 1.6491 1.7256  0.302
H6 1.9724 1.7401 0.2444  0.281

Atoms 1-2, force components in eV/Å:
O 0.24 -1.15 -0.37
C 0.06 0.47 0.21

Results
**E**: -10278.48025 eV
**Charge**: 0
**Orbital gap**: 6.68 eV
**Molecular weight**: 102.1 g/mol
**Energy relative to the best compared isomer or geometry (same formula, charge and spin)**: 145.68 kcal per mole

***

[3]
The following is a quantum chemistry calculation of an isolated molecule of C20H24FN3O2 at a distorted geometry, from the OMol25 dataset.

Each line ends with the Mulliken charge.
CARTESIAN COORDINATES (ANGSTROEM)
O1 0.7706 -1.7357 -0.3073  -0.634
C1 -0.3240 -2.2509 -0.4332  0.212
N1 -0.9737 -2.7434 0.6654  0.207
C2 -2.3558 -3.1579 0.7608  -0.914
H1 -2.3972 -4.0026 1.4593  0.376
C3 -3.2225 -2.0113 1.2915  -0.535
C4 -2.6683 -1.4855 2.6157  -1.182
H2 -2.8080 -2.2429 3.3911  0.413
H3 -3.2154 -0.5910 2.9195  0.406
C5 -1.1680 -1.1767 2.5304  0.712
C6 -0.8508 -0.0104 1.6691  0.319
N2 0.0311 0.9040 1.9245  -0.650
C7 -0.0010 1.6931 0.8076  0.567
N3 -0.8757 1.2779 -0.0725  -0.717
O2 -1.4360 0.1695 0.4785  0.059
C8 0.8357 2.8638 0.6407  -0.053
C9 1.7237 3.2224 1.6526  -0.348
C10 2.5219 4.3405 1.5110  -0.609
C11 2.4191 5.0874 0.3503  0.404
C12 1.5465 4.7485 -0.6705  -0.591
C13 0.7521 3.6294 -0.5212  -0.420
H4 0.0613 3.3328 -1.2941  0.470
H5 1.5009 5.3581 -1.5591  0.445
F1 3.1935 6.1827 0.2085  -0.322
H6 3.2167 4.6388 2.2802  0.442
H7 1.7751 2.6136 2.5412  0.472
H8 -0.7698 -0.9489 3.5225  0.426
C14 -0.4287 -2.4059 1.9597  -1.504
H9 -0.5567 -3.2533 2.6390  0.574
H10 0.6340 -2.1876 1.8406  0.504
H11 -3.2414 -1.2087 0.5540  0.192
H12 -4.2445 -2.3650 1.4361  0.502
H13 -2.7292 -3.5013 -0.2012  0.431
C15 -1.0122 -2.4270 -1.7783  0.507
C16 -0.8875 -3.8797 -2.2633  -1.025
C17 0.5473 -4.2109 -2.6609  -0.594
C18 1.0164 -3.2757 -3.7695  -0.824
C19 0.9650 -1.8335 -3.2797  -0.473
C20 -0.4442 -1.4620 -2.8274  -1.356
H14 -0.4399 -0.4520 -2.4131  0.273
H15 -1.1146 -1.4713 -3.6916  0.445
H16 1.6492 -1.7113 -2.4410  0.258
H17 1.2768 -1.1540 -4.0759  0.381
H18 2.0350 -3.5317 -4.0675  0.370
H19 0.3703 -3.3947 -4.6438  0.306
H20 1.2002 -4.0960 -1.7936  0.268
H21 0.6024 -5.2507 -2.9923  0.377
H22 -1.2197 -4.5707 -1.4847  0.383
H23 -1.5388 -4.0118 -3.1319  0.489
H24 -2.0707 -2.1780 -1.6509  0.563

Atoms 1-2, force components in eV/Å:
O 0.28 0.26 -0.11
C -0.26 -0.28 -0.21

Results
**E**: -32412.93097 eV
**Charge**: 0
**Orbital gap**: 9.63 eV
**Molecular weight**: 357.4 g/mol
**SMILES string**: O=C(C1CCCCC1)N1CCC[C@H](c2nc(-c3ccc(F)cc3)no2)C1
**Energy relative to the best compared isomer or geometry (same formula, charge and spin)**: 11.87 kcal per mole